Entry 1:
This record from OMol25 describes C23H30N4O2 in the gas phase in a non-equilibrium geometry. The level of theory is the ωB97M-V functional and the def2-TZVPD basis.

Summary:
- 2S+1: 1
- E_LUMO: 0.706 eV
- HOMO level: -8.25 eV
- Structure (SMILES): Cc1ccc(CN2CCN(Cc3cn(C)nc3-c3ccccc3)C[C@H]2CCO)o1

Structure (XYZ):
```
59
Properties=species:S:1:pos:R:3:forces:R:3
C 3.146 4.724 -4.032 -0.1 -0.1 0.3
C 3.452 3.404 -3.424 0.5 -0.2 -0.9
C 4.116 2.311 -3.889 -0.3 0.6 0.1
C 4.045 1.331 -2.864 -0.3 0.2 0.6
C 3.346 1.896 -1.841 0.5 -1.0 -0.1
C 2.942 1.371 -0.504 0.0 0.2 0.0
N 1.508 1.504 -0.290 0.1 0.1 -0.1
C 1.095 1.153 1.056 0.0 -0.2 0.2
C 1.027 -0.357 1.299 -0.1 0.3 0.1
N 0.125 -0.957 0.334 0.2 0.0 0.0
C -0.053 -2.387 0.562 0.0 0.1 0.0
C -0.648 -2.688 1.897 0.1 -0.2 0.2
C 0.020 -3.204 2.988 -0.2 0.1 -0.2
N -0.885 -3.383 3.970 0.3 0.1 -0.5
C -0.659 -3.893 5.291 0.1 -0.2 0.4
N -2.099 -3.020 3.585 -0.7 0.2 0.1
C -1.995 -2.588 2.332 0.7 -0.2 0.3
C -3.170 -2.128 1.606 -0.4 0.1 -0.1
C -3.064 -1.213 0.561 0.0 -0.1 0.1
C -4.195 -0.796 -0.117 -0.1 0.0 -0.1
C -5.442 -1.281 0.239 -0.1 0.1 -0.1
C -5.557 -2.181 1.286 -0.1 0.0 0.0
C -4.431 -2.602 1.967 0.1 0.0 0.0
C 0.594 -0.695 -1.013 0.1 0.2 -0.2
C 0.687 0.817 -1.280 -0.3 -0.2 -0.2
C -0.717 1.436 -1.357 0.3 0.4 -0.1
C -0.703 2.969 -1.391 -0.4 -0.3 0.3
O 0.048 3.502 -2.452 0.4 0.0 -0.3
O 2.987 3.159 -2.175 -0.2 0.3 0.2
H 3.572 5.528 -3.433 0.0 0.1 0.0
H 3.557 4.769 -5.036 0.0 0.0 -0.1
H 2.067 4.871 -4.076 -0.1 0.1 -0.1
H 4.593 2.207 -4.841 0.1 0.1 -0.2
H 4.459 0.344 -2.891 0.0 -0.2 0.1
H 3.312 0.335 -0.429 0.1 0.1 0.0
H 3.432 1.963 0.278 0.0 -0.1 0.0
H 0.101 1.574 1.221 0.0 0.0 0.1
H 1.785 1.613 1.768 -0.1 0.0 0.0
H 2.039 -0.802 1.234 0.0 0.0 0.0
H 0.638 -0.544 2.302 0.1 0.0 0.0
H -0.718 -2.762 -0.222 0.1 0.0 0.0
H 0.913 -2.922 0.479 -0.1 0.0 -0.1
H 1.054 -3.457 3.120 0.2 -0.1 0.0
H -1.615 -3.893 5.811 0.1 0.0 0.0
H 0.048 -3.262 5.833 -0.1 0.0 0.0
H -0.268 -4.911 5.250 0.0 0.0 0.0
H -2.094 -0.820 0.302 0.1 0.1 0.0
H -4.102 -0.085 -0.925 0.0 0.1 -0.1
H -6.324 -0.955 -0.294 -0.1 0.0 0.0
H -6.530 -2.557 1.571 -0.1 0.0 0.0
H -4.507 -3.303 2.784 0.0 -0.1 0.1
H 1.585 -1.159 -1.188 -0.1 0.0 0.0
H -0.110 -1.140 -1.720 0.0 0.0 0.0
H 1.172 0.951 -2.254 -0.1 0.0 0.1
H -1.196 1.064 -2.264 -0.1 -0.1 0.0
H -1.311 1.116 -0.502 -0.1 -0.1 0.0
H -1.725 3.331 -1.536 0.1 0.0 0.1
H -0.329 3.353 -0.434 -0.1 0.0 0.0
H 0.981 3.347 -2.252 0.0 0.1 0.0
```
Positions in Å, forces in eV/Å.

=====

Entry 2:
This record from OMol25 describes a molecular structure, C25H71AsF6N11O9 in a non-equilibrium geometry. The level of theory is the ωB97M-V functional and the def2-TZVPD basis.

Summary:
- 2S+1: 1
- E_LUMO: 2.227 eV
- HOMO level: -6.34 eV
- Charge: -1

Structure (XYZ):
```
123
Properties=species:S:1:pos:R:3:forces:R:3
As 0.947 -0.797 0.536 -2.7 -1.1 0.9
F 1.456 -2.478 0.876 0.0 1.2 0.1
F 1.934 -0.882 -0.875 -0.2 0.9 0.2
F 0.250 0.802 0.118 0.8 -1.5 0.3
F 0.010 -0.904 2.039 0.3 0.3 -0.9
F 2.187 -0.056 1.470 0.2 -0.2 -0.3
F -0.486 -1.573 -0.336 2.0 1.1 0.8
C 3.016 2.703 3.303 1.0 0.8 -0.4
C 1.630 3.087 3.717 -0.5 1.3 0.7
C 1.115 4.378 3.218 1.1 2.7 0.2
O 1.993 5.414 3.676 -0.2 1.4 0.0
C 1.809 6.746 3.153 -0.1 -0.8 0.6
N 0.595 2.230 3.222 0.6 -2.5 -0.2
H 3.440 1.957 3.975 -0.3 -0.7 -0.6
H 3.783 3.476 3.344 -0.4 0.7 0.4
H 2.998 2.525 2.228 0.2 -1.0 0.1
H 1.556 3.050 4.804 0.0 0.3 0.2
H 0.097 4.539 3.574 -0.1 0.0 0.0
H 1.123 4.445 2.130 -0.1 -0.4 -0.4
H 0.853 7.218 3.379 -0.5 -0.5 0.2
H 1.912 6.786 2.068 0.3 -0.1 -0.1
H 2.519 7.391 3.671 0.4 -0.2 -0.3
H 1.136 1.380 3.300 -0.9 -1.6 0.5
H 0.674 2.239 2.215 -0.5 0.6 -0.8
C -1.951 -3.799 2.499 -0.6 0.3 0.8
C -1.973 -3.139 3.913 -1.0 2.4 -2.4
C -0.667 -3.251 4.668 -0.2 -1.8 -0.7
O -0.665 -4.669 4.904 -0.2 -1.6 0.9
C -0.358 -5.096 6.209 2.0 0.8 0.2
N -2.409 -1.728 3.609 0.3 -0.4 0.6
H -1.824 -4.879 2.567 0.4 0.2 -0.3
H -1.272 -3.262 1.837 0.6 -0.5 0.2
H -2.912 -3.618 2.018 -0.3 -0.1 0.3
H -2.829 -3.555 4.445 0.5 -0.3 0.5
H -0.554 -2.629 5.556 -0.3 -0.1 0.2
H 0.222 -3.152 4.045 -0.1 1.0 -0.2
H 0.691 -4.849 6.375 0.3 1.0 0.5
H -0.168 -6.153 6.398 -1.4 -0.5 -0.8
H -0.965 -4.617 6.977 -0.2 -0.2 0.0
H -1.843 -1.315 2.882 0.2 -0.3 -0.4
H -2.188 -1.130 4.392 -0.2 0.1 0.4
C -4.319 -1.379 0.264 -0.8 -0.9 -0.3
C -4.103 -2.239 -1.018 -3.2 -0.5 -0.4
C -5.141 -2.039 -2.217 3.0 1.7 0.7
O -6.434 -1.929 -1.811 -1.8 -0.2 0.3
C -7.165 -3.143 -1.664 -0.7 1.1 1.0
N -2.790 -2.086 -1.485 1.8 0.2 -0.3
H -3.504 -1.647 0.938 0.2 0.4 0.0
H -5.204 -1.634 0.847 -0.3 -0.2 -0.3
H -4.390 -0.304 0.102 0.4 0.0 -0.2
H -4.307 -3.291 -0.822 0.5 -0.3 0.9
H -4.949 -2.661 -3.091 -0.1 -0.9 0.3
H -4.801 -1.074 -2.593 -0.5 0.6 -0.2
H -6.496 -3.999 -1.573 -0.4 -0.2 -0.5
H -8.048 -3.140 -2.303 0.7 -0.7 -1.4
H -7.793 -3.068 -0.775 0.8 0.0 1.0
H -2.244 -1.883 -0.660 0.4 -0.5 0.1
H -2.650 -1.196 -1.940 -0.4 0.1 -0.8
C 4.951 5.917 0.906 0.6 -2.0 0.7
C 4.840 5.547 -0.578 -1.9 -0.9 1.7
C 3.813 4.386 -0.907 0.4 -0.7 0.3
O 4.194 3.180 -0.242 0.6 -0.3 1.0
C 3.477 1.913 -0.440 0.7 2.2 -0.8
N 4.328 6.772 -1.154 0.8 -0.2 -1.8
H 4.115 6.407 1.404 -0.4 0.0 -0.7
H 5.830 6.523 1.123 0.2 0.0 -0.3
H 5.091 4.965 1.418 0.1 0.0 0.5
H 5.773 5.110 -0.934 0.5 0.7 -0.1
H 3.843 4.099 -1.959 0.0 0.7 -0.6
H 2.809 4.756 -0.698 -0.3 -0.2 0.4
H 2.555 2.021 0.131 -0.1 -0.7 -0.4
H 4.112 1.069 -0.168 0.0 0.4 0.7
H 3.376 1.784 -1.517 -0.8 0.0 -0.2
H 4.745 7.544 -0.654 0.0 0.2 0.0
H 4.792 6.766 -2.051 -0.5 0.8 -0.8
C -1.431 6.069 -6.128 2.0 -0.8 -0.7
O -0.995 5.116 -5.145 -1.7 -0.2 0.0
C 0.398 4.650 -5.167 -1.7 1.3 -0.5
C 0.491 3.741 -3.987 -0.6 1.8 1.5
N -0.197 2.510 -4.089 0.4 -1.4 -0.6
C 0.018 1.615 -2.935 0.3 3.2 -1.4
C -0.885 0.472 -3.064 0.0 -2.6 0.6
O -2.302 0.690 -3.311 1.9 -0.3 0.5
C -2.917 1.238 -2.156 -0.4 0.2 -1.0
H -1.287 5.613 -7.108 0.3 0.1 -0.4
H -0.786 6.945 -6.049 0.1 0.3 -0.2
H -2.457 6.428 -6.210 -0.3 -0.6 1.4
H 0.904 5.600 -4.996 1.0 -0.3 -0.2
H 0.603 4.157 -6.117 0.2 0.1 -0.1
H -0.037 4.350 -3.253 -0.2 0.4 0.6
H 1.461 3.747 -3.489 0.5 -0.8 -0.7
H -1.193 2.670 -4.143 -0.1 0.2 -0.3
H -0.129 2.224 -2.043 -0.4 -0.2 0.6
H 1.090 1.418 -2.923 -0.1 -0.9 0.0
H -0.658 -0.086 -2.155 -1.0 -0.2 0.7
H -0.514 -0.282 -3.759 -0.3 0.5 -0.9
H -2.793 0.588 -1.290 0.2 0.4 0.2
H -3.975 1.277 -2.417 -0.1 0.1 0.2
H -2.541 2.254 -2.037 -0.1 0.1 0.7
C 0.854 -6.531 1.808 2.8 -0.1 -2.6
O 1.557 -7.117 0.983 -0.4 0.1 0.2
N 0.792 -5.194 1.842 0.6 1.3 -0.3
N 0.172 -7.169 2.714 -2.4 -1.7 2.6
H 1.521 -4.820 1.252 -0.3 0.5 0.2
H 0.499 -4.685 2.664 0.1 -0.2 -0.3
H -0.108 -8.107 2.466 0.1 0.2 0.3
H -0.420 -6.609 3.312 -0.2 -0.3 0.1
C 2.697 -3.960 -2.238 -0.3 -0.5 -1.6
O 3.024 -4.823 -3.011 1.0 -1.5 -0.9
N 1.843 -3.029 -2.529 -4.0 3.5 -2.3
N 3.155 -3.739 -1.047 3.3 -1.1 4.7
H 1.363 -3.000 -3.417 0.3 -0.4 0.2
H 1.572 -2.297 -1.888 0.2 -0.5 -0.3
H 2.764 -3.133 -0.340 -0.2 -0.1 -0.5
H 3.799 -4.438 -0.706 -0.1 0.1 0.0
C -0.644 -5.342 -1.778 1.0 -2.5 -0.9
O 0.099 -6.332 -1.892 -1.2 1.6 -0.2
N -1.071 -4.479 -2.687 1.1 1.4 -5.1
N -1.407 -5.059 -0.756 -0.9 -1.1 4.6
H -1.329 -3.533 -2.445 -0.3 -0.2 0.1
H -0.699 -4.606 -3.618 0.3 0.3 0.1
H -1.723 -4.106 -0.647 -0.3 -0.5 0.5
H -1.371 -5.777 -0.046 0.0 0.9 0.6
```
Positions in Å, forces in eV/Å.

=====

Entry 3:
This record from OMol25 describes a molecular structure, C5H10O4 in a non-equilibrium geometry. The level of theory is the ωB97M-V functional and the def2-TZVPD basis.

Summary:
- 2S+1: 1
- E_LUMO: 0.650 eV
- HOMO level: -8.68 eV

Structure (XYZ):
```
19
Properties=species:S:1:pos:R:3:forces:R:3
C 2.003 0.210 -0.175 -2.0 -0.8 1.8
C 0.415 -0.432 0.527 5.9 2.1 -1.2
C -0.245 -0.901 -0.657 -5.6 -0.8 1.5
C -2.076 -0.802 0.097 0.8 -0.8 -2.7
C -2.891 0.242 -0.076 1.0 0.0 0.5
O 2.846 0.103 0.942 0.6 0.0 -0.2
O 1.866 1.531 -0.576 -0.4 -0.1 0.0
O -0.052 0.697 1.206 -0.4 -0.5 0.9
O -0.215 -0.239 -1.846 -0.1 0.8 0.2
H 1.333 1.974 0.106 0.1 -0.1 0.0
H 3.714 0.456 0.684 -0.3 -0.1 0.2
H -0.179 0.428 2.142 0.0 0.5 -0.9
H -0.506 0.676 -1.677 0.3 -0.3 -0.3
H 2.383 -0.366 -1.022 -0.3 0.0 0.0
H 0.773 -1.238 1.163 -0.4 0.0 0.1
H -0.142 -1.973 -0.818 0.2 0.2 -0.1
H -2.573 -1.773 0.190 0.4 0.0 0.2
H -3.979 0.164 -0.036 0.3 -0.1 0.2
H -2.478 1.245 -0.174 -0.2 0.0 -0.3
```
Positions in Å, forces in eV/Å.

=====

Entry 4:
This record from OMol25 describes a molecular structure, C4H4CeCl2GaN2O4 in a non-equilibrium geometry. The level of theory is the ωB97M-V functional and the def2-TZVPD basis.

Summary:
- 2S+1: 2
- E_LUMO (spin up / spin down): -19.508 / -19.505 eV
- HOMO level (spin up / spin down): -21.49 / -21.49 eV
- Charge: +4

Structure (XYZ):
```
18
Properties=species:S:1:pos:R:3:forces:R:3
Ga -0.010 -1.019 -4.577 -0.4 0.2 3.0
Ce -0.536 0.608 0.186 -4.0 -0.4 2.7
Cl -0.102 -1.229 -1.819 0.3 -0.4 -3.6
Cl -2.519 2.089 -0.312 1.0 -0.6 0.0
C 1.528 1.764 -0.188 8.2 3.4 -1.4
C 0.144 -2.895 -4.573 0.9 -10.2 0.2
C 0.050 0.882 -4.381 0.5 9.0 1.4
O 2.615 2.123 -0.385 -5.4 -1.7 1.0
O 0.248 -4.058 -4.450 -0.7 7.9 -0.8
O 0.112 2.013 -4.084 -0.5 -7.3 -2.0
N -0.203 1.092 4.411 0.0 -0.8 -1.1
C -0.256 0.005 3.619 0.2 -0.3 3.0
N -0.151 -1.202 4.215 -0.1 1.3 -1.2
O -0.405 0.115 2.349 0.2 0.2 -1.5
H -0.076 0.961 5.408 0.0 0.4 -0.1
H -0.223 2.026 4.013 -0.1 -0.3 0.4
H -0.185 -2.031 3.636 0.0 0.0 0.5
H -0.044 -1.257 5.224 0.0 -0.3 -0.3
```
Positions in Å, forces in eV/Å.

=====

Entry 5:
This record from OMol25 describes C22H32N4O3S in the gas phase. The level of theory is the ωB97M-V functional and the def2-TZVPD basis.

Summary:
- 2S+1: 1
- E_LUMO: 0.370 eV
- HOMO level: -8.26 eV
- Structure (SMILES): O=C(NCCCN1CCCCCC1)c1ccc2c(c1)NC(=O)[C@H](N1CCOCC1)S2

Structure (XYZ):
```
62
Properties=species:S:1:pos:R:3:forces:R:3
O -1.841 0.173 -0.320 -0.1 -0.2 -0.1
C -0.871 0.375 0.386 0.1 0.0 0.2
N -0.909 1.159 1.484 0.2 0.2 0.2
C -2.073 1.921 1.871 -0.3 0.2 0.2
C -1.727 3.392 2.086 0.0 -0.1 -0.4
C -1.334 4.070 0.768 0.0 0.0 0.3
N -2.406 4.018 -0.200 0.1 0.1 0.0
C -2.003 3.884 -1.590 0.0 -0.4 -0.2
C -2.750 2.724 -2.254 0.0 0.2 -0.2
C -4.224 3.014 -2.518 0.1 -0.2 0.2
C -4.980 3.517 -1.289 -0.1 0.2 -0.2
C -4.602 4.952 -0.917 0.0 -0.1 0.2
C -3.402 5.043 0.030 -0.1 0.1 0.0
C 0.452 -0.259 0.100 0.3 -0.2 -0.3
C 1.675 0.292 0.476 -0.2 0.0 0.0
C 2.852 -0.351 0.150 0.0 -0.2 -0.1
C 2.837 -1.550 -0.553 0.0 -0.1 -0.1
C 1.617 -2.097 -0.959 0.2 0.4 0.3
C 0.440 -1.442 -0.629 0.0 0.1 0.1
N 1.555 -3.265 -1.718 -0.6 0.3 -0.2
C 2.498 -4.223 -1.897 0.3 -0.3 -0.1
O 2.310 -5.157 -2.642 0.0 -0.1 -0.1
C 3.792 -4.110 -1.102 0.4 0.6 -0.1
N 3.724 -4.796 0.131 -0.1 -0.4 0.2
C 5.010 -5.001 0.778 -0.1 -0.2 0.2
C 4.842 -6.018 1.908 0.3 0.0 -0.3
O 3.882 -5.590 2.844 0.1 0.1 0.2
C 2.641 -5.393 2.215 -0.3 0.2 -0.2
C 2.736 -4.351 1.098 -0.1 -0.2 0.4
S 4.353 -2.319 -0.985 -0.1 -0.2 -0.2
H -0.093 1.239 2.070 0.0 -0.1 -0.1
H -2.794 1.830 1.057 0.0 0.0 0.2
H -2.503 1.498 2.787 0.0 0.0 -0.1
H -2.591 3.892 2.523 0.0 0.0 0.1
H -0.898 3.482 2.793 0.0 0.1 0.1
H -1.017 5.109 0.980 0.0 -0.1 -0.1
H -0.472 3.536 0.360 0.0 0.1 0.0
H -0.932 3.665 -1.638 -0.1 0.1 0.0
H -2.168 4.815 -2.149 0.1 0.0 0.0
H -2.262 2.488 -3.202 0.0 -0.1 -0.1
H -2.661 1.850 -1.607 0.1 0.0 0.0
H -4.695 2.095 -2.874 0.0 0.0 -0.1
H -4.315 3.758 -3.315 -0.1 0.0 -0.1
H -6.051 3.483 -1.508 0.0 0.0 0.1
H -4.787 2.855 -0.445 -0.1 -0.1 0.1
H -5.446 5.441 -0.425 0.0 0.1 0.0
H -4.402 5.511 -1.833 0.0 0.1 0.0
H -3.760 4.921 1.056 0.0 0.1 0.0
H -2.962 6.058 -0.046 0.0 -0.1 0.1
H 1.725 1.237 0.996 0.0 0.1 0.0
H 3.806 0.071 0.427 0.1 0.1 0.1
H -0.513 -1.840 -0.946 -0.1 0.0 0.0
H 0.682 -3.432 -2.205 0.2 -0.1 0.0
H 4.580 -4.571 -1.705 -0.2 0.1 0.0
H 5.719 -5.385 0.043 0.0 0.0 0.0
H 5.396 -4.055 1.189 0.0 -0.1 0.0
H 5.777 -6.137 2.456 0.0 0.0 -0.1
H 4.540 -6.985 1.478 0.1 0.1 0.0
H 1.949 -5.058 2.990 0.0 0.0 -0.1
H 2.282 -6.342 1.787 0.0 0.1 0.0
H 1.761 -4.261 0.617 0.0 0.0 0.1
H 3.015 -3.378 1.535 -0.1 -0.1 0.0
```
Positions in Å, forces in eV/Å.

=====

Copy entry 1 word for word.
This record from OMol25 describes C23H30N4O2 in the gas phase in a non-equilibrium geometry. The level of theory is the ωB97M-V functional and the def2-TZVPD basis.

Summary:
- 2S+1: 1
- E_LUMO: 0.706 eV
- HOMO level: -8.25 eV
- Structure (SMILES): Cc1ccc(CN2CCN(Cc3cn(C)nc3-c3ccccc3)C[C@H]2CCO)o1

Structure (XYZ):
```
59
Properties=species:S:1:pos:R:3:forces:R:3
C 3.146 4.724 -4.032 -0.1 -0.1 0.3
C 3.452 3.404 -3.424 0.5 -0.2 -0.9
C 4.116 2.311 -3.889 -0.3 0.6 0.1
C 4.045 1.331 -2.864 -0.3 0.2 0.6
C 3.346 1.896 -1.841 0.5 -1.0 -0.1
C 2.942 1.371 -0.504 0.0 0.2 0.0
N 1.508 1.504 -0.290 0.1 0.1 -0.1
C 1.095 1.153 1.056 0.0 -0.2 0.2
C 1.027 -0.357 1.299 -0.1 0.3 0.1
N 0.125 -0.957 0.334 0.2 0.0 0.0
C -0.053 -2.387 0.562 0.0 0.1 0.0
C -0.648 -2.688 1.897 0.1 -0.2 0.2
C 0.020 -3.204 2.988 -0.2 0.1 -0.2
N -0.885 -3.383 3.970 0.3 0.1 -0.5
C -0.659 -3.893 5.291 0.1 -0.2 0.4
N -2.099 -3.020 3.585 -0.7 0.2 0.1
C -1.995 -2.588 2.332 0.7 -0.2 0.3
C -3.170 -2.128 1.606 -0.4 0.1 -0.1
C -3.064 -1.213 0.561 0.0 -0.1 0.1
C -4.195 -0.796 -0.117 -0.1 0.0 -0.1
C -5.442 -1.281 0.239 -0.1 0.1 -0.1
C -5.557 -2.181 1.286 -0.1 0.0 0.0
C -4.431 -2.602 1.967 0.1 0.0 0.0
C 0.594 -0.695 -1.013 0.1 0.2 -0.2
C 0.687 0.817 -1.280 -0.3 -0.2 -0.2
C -0.717 1.436 -1.357 0.3 0.4 -0.1
C -0.703 2.969 -1.391 -0.4 -0.3 0.3
O 0.048 3.502 -2.452 0.4 0.0 -0.3
O 2.987 3.159 -2.175 -0.2 0.3 0.2
H 3.572 5.528 -3.433 0.0 0.1 0.0
H 3.557 4.769 -5.036 0.0 0.0 -0.1
H 2.067 4.871 -4.076 -0.1 0.1 -0.1
H 4.593 2.207 -4.841 0.1 0.1 -0.2
H 4.459 0.344 -2.891 0.0 -0.2 0.1
H 3.312 0.335 -0.429 0.1 0.1 0.0
H 3.432 1.963 0.278 0.0 -0.1 0.0
H 0.101 1.574 1.221 0.0 0.0 0.1
H 1.785 1.613 1.768 -0.1 0.0 0.0
H 2.039 -0.802 1.234 0.0 0.0 0.0
H 0.638 -0.544 2.302 0.1 0.0 0.0
H -0.718 -2.762 -0.222 0.1 0.0 0.0
H 0.913 -2.922 0.479 -0.1 0.0 -0.1
H 1.054 -3.457 3.120 0.2 -0.1 0.0
H -1.615 -3.893 5.811 0.1 0.0 0.0
H 0.048 -3.262 5.833 -0.1 0.0 0.0
H -0.268 -4.911 5.250 0.0 0.0 0.0
H -2.094 -0.820 0.302 0.1 0.1 0.0
H -4.102 -0.085 -0.925 0.0 0.1 -0.1
H -6.324 -0.955 -0.294 -0.1 0.0 0.0
H -6.530 -2.557 1.571 -0.1 0.0 0.0
H -4.507 -3.303 2.784 0.0 -0.1 0.1
H 1.585 -1.159 -1.188 -0.1 0.0 0.0
H -0.110 -1.140 -1.720 0.0 0.0 0.0
H 1.172 0.951 -2.254 -0.1 0.0 0.1
H -1.196 1.064 -2.264 -0.1 -0.1 0.0
H -1.311 1.116 -0.502 -0.1 -0.1 0.0
H -1.725 3.331 -1.536 0.1 0.0 0.1
H -0.329 3.353 -0.434 -0.1 0.0 0.0
H 0.981 3.347 -2.252 0.0 0.1 0.0
```
Positions in Å, forces in eV/Å.

=====

Which formula does entry 4 have?
C4H4CeCl2GaN2O4

=====

Look up the 2S+1 of the first one.
1